Record 1
# C26H34BN6O5PtS3

A molecular structure, C26H34BN6O5PtS3 (the ωB97M-V functional and the def2-TZVPD basis, OMol25).

The geometry in XYZ format:
```
76
Properties=species:S:1:pos:R:3:lowdin_charge:R:1
Pt 0.1114 -0.0689 2.1688 0.73
C -5.7190 -1.1244 -1.6820 -0.03
C -4.6964 -1.8030 -0.7660 -0.55
C -4.6930 -3.3216 -0.9771 -0.04
C -5.0776 -1.5450 0.6887 -0.09
N -3.3486 -1.2858 -1.1381 -0.01
C -2.7996 -1.6349 -2.3662 -0.07
C -1.5745 -1.1053 -2.4434 -0.06
N -1.3152 -0.4110 -1.2695 0.07
B -0.0096 0.1597 -0.7016 -0.68
N 0.0308 1.6971 -0.8108 0.06
C 0.0146 2.3311 -2.0356 -0.03
C 0.0175 3.6504 -1.8205 -0.06
N 0.0337 3.8545 -0.4437 0.00
C 0.0466 2.6244 0.1684 -0.61
S 0.1008 2.3551 1.8578 0.64
C 0.0309 5.2549 0.0711 -0.55
C 0.0116 5.3669 1.5920 -0.10
C -1.2257 5.9480 -0.4674 -0.03
C 1.3005 5.9428 -0.4419 -0.03
N 1.3016 -0.4504 -1.2234 0.08
C 1.5904 -1.0446 -2.4434 -0.06
C 2.8197 -1.5724 -2.3893 -0.06
N 3.3426 -1.3073 -1.1332 0.00
C 2.4030 -0.6018 -0.4125 -0.64
S 2.6018 0.0525 1.1292 0.69
C 4.6712 -1.7912 -0.6562 -0.56
C 4.4561 -2.7216 0.5387 -0.04
C 5.3545 -2.5712 -1.7765 -0.06
C 5.5513 -0.5918 -0.2968 -0.06
C -2.4442 -0.4868 -0.4709 -0.67
S -2.6499 0.3880 0.9453 0.68
H -6.7263 -1.4563 -1.4243 0.09
H -5.5319 -1.3601 -2.7318 0.07
H -5.6629 -0.0420 -1.5543 0.09
H -5.6533 -3.7329 -0.6643 0.08
H -3.9073 -3.7762 -0.3716 0.10
H -4.5323 -3.5979 -2.0196 0.07
H -6.0199 -2.0619 0.8856 0.08
H -5.2024 -0.4863 0.8898 0.04
H -4.3175 -1.9279 1.3674 0.08
H -3.3286 -2.2282 -3.0885 0.11
H -0.8836 -1.1678 -3.2585 0.09
H -0.0488 -0.1161 0.4752 -0.04
H 0.0025 1.7731 -2.9567 0.12
H 0.0132 4.4590 -2.5271 0.11
H -0.8679 4.8865 2.0164 0.06
H -0.0062 6.4272 1.8497 0.09
H 0.8920 4.9106 2.0390 0.06
H -2.1121 5.3916 -0.1590 0.10
H -1.2216 6.0216 -1.5555 0.07
H -1.2895 6.9570 -0.0578 0.09
H 2.1786 5.3845 -0.1136 0.10
H 1.3600 6.9533 -0.0350 0.09
H 1.3175 6.0109 -1.5306 0.07
H 0.9095 -1.0507 -3.2694 0.09
H 3.3518 -2.1124 -3.1481 0.11
H 3.8470 -3.5780 0.2424 0.09
H 3.9427 -2.2006 1.3430 0.04
H 5.4177 -3.0801 0.9119 0.09
H 4.7745 -3.4515 -2.0603 0.09
H 6.3261 -2.9087 -1.4179 0.09
H 5.5176 -1.9445 -2.6561 0.08
H 5.1127 -0.0278 0.5215 0.02
H 5.6535 0.0699 -1.1607 0.09
H 6.5419 -0.9404 0.0026 0.08
O 0.0636 -5.0015 5.9290 0.11
C 0.0109 -4.0407 5.2023 -0.27
C -0.0317 -4.0660 3.6919 -0.31
O -0.0764 -5.0593 2.9888 0.07
C -0.0312 -2.6649 3.2811 -0.31
C 0.0020 -1.8199 4.3883 -0.32
O 0.0352 -0.5488 4.2588 -0.15
C 0.0002 -2.5912 5.6340 -0.30
O -0.0206 -2.1828 6.7773 0.09
O -0.0363 -2.2080 2.0707 -0.14
```

Charge: -1
Orbital gap (spin up / spin down): 5.943 / 5.942 eV
HOMO energy (spin up / spin down): -3.85 / -3.85 eV
ΔE to the lowest compared entry with this formula, charge and spin: 2.541 eV
Multiplicity: 1

Record 2
# C26H34F24O11S2

4 unconnected molecules or ions with the total composition C26H34F24O11S2 (the ωB97M-V functional and the def2-TZVPD basis, OMol25).

The geometry in XYZ format:
```
97
Properties=species:S:1:pos:R:3:lowdin_charge:R:1
C 4.6460 3.2341 2.5208 -0.10
O 4.1438 4.4501 2.0049 -0.18
C 3.1683 4.2958 0.9952 -0.23
C 1.7486 4.3275 1.5563 -0.17
C 0.6779 4.7208 0.5348 -0.20
C 0.7734 4.0297 -0.8370 -0.16
C 1.1170 2.5249 -0.8472 -0.14
C 0.0034 1.6011 -1.3318 -0.20
O 0.6501 0.3710 -1.8438 -0.17
S 0.7090 -0.6960 -0.6999 0.56
O 0.7899 -1.9876 -1.2814 -0.21
O 1.6615 -0.3851 0.3092 -0.21
O -0.7475 -0.3965 -0.1823 -0.16
C -1.0215 1.0474 -0.2973 -0.21
C -0.9722 1.6343 1.0953 -0.12
C -2.1756 1.2198 1.9433 -0.18
C -3.4858 1.9228 1.6010 -0.21
S -3.4715 3.7000 1.8465 0.59
O -4.6741 4.0518 2.5328 -0.28
O -2.2426 4.1223 2.4238 -0.25
O -3.5530 4.2828 0.3640 -0.14
H 4.8194 2.4961 1.7324 0.09
H 5.6031 3.4472 2.9977 0.09
H 3.9833 2.8166 3.2861 0.09
H 3.2898 5.1086 0.2712 0.13
H 3.3509 3.3643 0.4492 0.11
H 1.4921 3.3521 1.9870 0.11
H 1.7363 5.0280 2.3925 0.12
H 0.7795 5.7972 0.3603 0.12
H -0.3093 4.6042 0.9801 0.07
H 1.4811 4.5751 -1.4589 0.11
H -0.1994 4.1508 -1.3270 0.11
H 1.9267 2.3657 -1.5597 0.13
H 1.4803 2.1572 0.1100 0.10
H -0.4782 1.9795 -2.2300 0.16
H -2.0162 1.0408 -0.7435 0.16
H -0.8674 2.7167 1.0574 0.09
H -0.0690 1.2508 1.5739 0.13
H -1.9538 1.3386 3.0021 0.13
H -2.3496 0.1544 1.7687 0.12
H -3.8155 1.7080 0.5852 0.08
H -4.2753 1.5765 2.2667 0.11
H -4.2764 3.8225 -0.0950 0.07
F 3.5685 -3.6213 2.0907 0.10
C 2.5526 -2.7410 1.9902 -0.32
F 2.7287 -1.7997 2.9494 0.10
C 1.1975 -3.4175 2.2036 -0.43
F 1.0958 -3.8986 3.4621 0.13
F 0.2788 -2.4125 2.0777 0.09
C 0.7706 -4.4893 1.1845 -0.03
O 0.9291 -5.8607 1.5332 0.05
C 2.0591 -6.5838 1.2507 -0.54
F 2.9320 -5.9072 0.4857 0.16
F 1.6702 -7.6683 0.5362 0.14
C 2.7229 -7.1377 2.5204 -0.29
F 3.0864 -6.1450 3.3492 0.11
F 3.8342 -7.8248 2.1668 0.10
H 2.5765 -2.2574 1.0185 0.11
H -0.3093 -4.3691 1.1127 0.15
H 1.1738 -4.2725 0.1949 0.14
H 2.0327 -7.8051 3.0396 0.17
F -9.1631 -0.4241 -0.3992 0.10
C -9.7897 0.2465 0.5857 -0.31
F -11.1184 0.0742 0.4288 0.10
C -9.4789 1.7471 0.5226 -0.44
F -9.9792 2.2772 -0.6111 0.14
F -10.1636 2.2874 1.5702 0.11
C -8.0182 2.1942 0.7125 -0.02
O -7.2605 2.5144 -0.4532 0.05
C -6.5129 1.6083 -1.1492 -0.53
F -6.4247 0.4188 -0.5373 0.16
F -5.2367 2.1129 -1.1837 0.10
C -6.9501 1.4756 -2.6154 -0.29
F -8.2194 1.0517 -2.6896 0.12
F -6.1534 0.5658 -3.2187 0.10
H -9.4918 -0.1690 1.5520 0.17
H -8.0929 3.1468 1.2340 0.15
H -7.4759 1.5194 1.3747 0.15
H -6.8572 2.4379 -3.1229 0.18
F 7.1692 -1.4707 -3.9364 0.10
C 7.7915 -2.6531 -4.0890 -0.31
F 8.2639 -2.7127 -5.3539 0.10
C 6.8305 -3.8276 -3.8692 -0.44
F 5.8759 -3.8255 -4.8211 0.14
F 7.5997 -4.9402 -4.0586 0.10
C 6.1928 -3.9999 -2.4787 -0.03
O 4.8599 -3.5449 -2.2952 0.06
C 4.5483 -2.2765 -1.8824 -0.53
F 5.6327 -1.5692 -1.5210 0.16
F 3.7672 -2.3864 -0.7797 0.13
C 3.6688 -1.5264 -2.8902 -0.28
F 4.2852 -1.3699 -4.0749 0.11
F 3.4028 -0.3021 -2.3717 0.09
H 8.6353 -2.7105 -3.3965 0.17
H 6.1139 -5.0789 -2.3551 0.15
H 6.8551 -3.6437 -1.6895 0.15
H 2.7314 -2.0651 -3.0344 0.17
```

SMILES: COCCCCC[C@H]1OS(=O)(=O)O[C@H]1CCCS(=O)(=O)O.FC(F)C(F)(F)COC(F)(F)C(F)F.FC(F)C(F)(F)COC(F)(F)C(F)F.FC(F)C(F)(F)COC(F)(F)C(F)F
Charge: 0
Orbital gap: 9.613 eV
HOMO energy: -9.67 eV
Multiplicity: 1